Entry 1:
C41H75N3O24 | ωB97M-V with the def2-TZVPD basis set

The spin multiplicity is 1. Its HOMO-LUMO gap is 9.282 eV. As for the HOMO energy: -9.22 eV. Its SMILES is C[C@H]1COC(=O)O1.C[C@H]1COC(=O)O1.C[C@H]1COC(=O)O1.C[C@H]1COC(=O)O1.C[C@H]1COC(=O)O1.CCOC(C)=O.CCOC(C)=O.CCOC(C)=O.CN(C)C=O.CN(C)C=O.CN(C)C=O.

```
143
C41H75N3O24 | the OMol25 dataset | ωB97M-V with the def2-TZVPD basis set
C -11.8456 -21.2951 -5.5236
C -13.2268 -21.3866 -4.9063
C -13.6915 -22.7707 -4.5330
O -14.3489 -22.5896 -3.2428
C -13.8913 -21.4820 -2.6733
O -14.0365 -21.1915 -1.5313
O -13.0913 -20.7538 -3.5595
H -11.8332 -21.6332 -6.5317
H -11.2583 -21.9731 -4.9340
H -11.5369 -20.3079 -5.4113
H -13.9322 -20.8283 -5.4861
H -12.8150 -23.3791 -4.4499
H -14.4168 -23.1583 -5.2343
C -14.9642 -11.0439 -12.1386
C -14.7330 -12.3462 -11.4819
C -13.4510 -13.0934 -11.8431
O -13.0611 -13.7085 -10.6398
C -13.6716 -13.1197 -9.6183
O -13.4447 -13.3074 -8.4257
O -14.6000 -12.3010 -10.0557
H -15.3638 -11.2835 -13.1173
H -14.1746 -10.3796 -12.1992
H -15.8516 -10.6318 -11.6782
H -15.5738 -12.9498 -11.7954
H -12.7176 -12.3627 -12.1728
H -13.4549 -13.8742 -12.6043
C -10.9441 -15.4715 -8.5012
C -9.7741 -14.7088 -9.0763
C -8.7709 -14.2443 -7.9635
O -7.7336 -15.2204 -8.0364
C -7.6755 -15.7496 -9.2837
O -6.7495 -16.3473 -9.7772
O -8.8115 -15.4884 -9.9079
H -11.4026 -16.0682 -9.2919
H -11.6156 -14.7052 -8.1693
H -10.5888 -16.1545 -7.6463
H -10.0351 -13.8317 -9.6122
H -9.1809 -14.1777 -6.9559
H -8.2899 -13.2496 -8.1927
C -8.4845 -18.6299 -11.9876
C -9.8858 -18.2436 -12.3859
C -10.9115 -18.0322 -11.2127
O -11.5347 -16.8219 -11.4852
C -10.7281 -16.1161 -12.3478
O -10.7520 -14.9393 -12.5566
O -9.8906 -16.9105 -12.9991
H -7.8212 -18.2359 -12.7361
H -8.3093 -19.6670 -11.7729
H -8.2815 -18.1065 -11.0643
H -10.3852 -18.8978 -13.2116
H -10.4248 -18.0386 -10.2403
H -11.6300 -18.8697 -11.2370
C -17.0272 -15.5228 -8.0815
C -15.5954 -15.6796 -7.6740
C -15.1646 -14.8233 -6.5173
O -15.7181 -15.5277 -5.3847
C -15.7431 -16.8487 -5.7803
O -16.0333 -17.6556 -4.9551
O -15.4223 -17.0207 -7.0167
H -17.3675 -16.4628 -8.4336
H -17.2068 -14.7827 -8.8206
H -17.6660 -15.3061 -7.2249
H -14.8376 -15.6920 -8.4700
H -15.5328 -13.7918 -6.6605
H -14.0533 -14.6534 -6.4978
C -11.8173 -13.0564 -4.0788
C -11.1787 -14.1993 -4.8550
O -11.8481 -15.3601 -4.3771
C -11.3042 -16.5814 -4.5695
C -12.1886 -17.5691 -3.9136
O -10.2595 -16.8178 -5.1774
H -11.6806 -12.0056 -4.3117
H -11.6255 -13.0183 -3.0136
H -12.8744 -13.1552 -4.1880
H -11.4080 -14.1428 -5.9433
H -10.0785 -14.2133 -4.7188
H -11.7628 -17.9353 -2.9467
H -12.2591 -18.4881 -4.5200
H -13.2071 -17.0821 -3.8041
C -13.3058 -19.0521 -7.9487
C -14.6562 -19.6445 -8.2289
O -15.1962 -19.0208 -9.4504
C -14.8589 -19.7446 -10.5484
C -15.4878 -19.1222 -11.6922
O -14.1395 -20.7271 -10.6337
H -13.1548 -19.3655 -6.9084
H -13.2794 -17.8955 -7.9366
H -12.5085 -19.4687 -8.6228
H -14.4884 -20.7357 -8.4062
H -15.4191 -19.5082 -7.5069
H -14.7780 -18.3955 -12.0632
H -16.3326 -18.5211 -11.3550
H -15.8204 -19.8871 -12.4440
C -16.9442 -19.4366 -2.0712
C -16.5311 -20.2753 -3.2904
O -17.5647 -19.9360 -4.3158
C -17.2588 -20.3638 -5.5673
C -18.2379 -19.8819 -6.5989
O -16.3308 -21.1200 -5.7608
H -17.8655 -19.6669 -1.6029
H -16.9827 -18.4630 -2.5159
H -16.0697 -19.5092 -1.4257
H -15.5340 -19.9899 -3.6542
H -16.6702 -21.3351 -3.1453
H -18.0451 -18.7792 -6.5154
H -19.2530 -20.1015 -6.3612
H -18.0012 -20.1812 -7.5735
C -8.3534 -18.3398 -7.5654
N -8.6880 -19.6761 -7.0845
C -8.3224 -19.9822 -5.6986
C -9.3284 -20.6462 -7.8283
O -9.6762 -20.5840 -8.9756
H -8.8179 -18.2323 -8.5566
H -7.2268 -18.2826 -7.7798
H -8.7037 -17.5588 -6.9104
H -8.9781 -19.4761 -4.9954
H -8.4375 -20.9972 -5.4330
H -7.3313 -19.5503 -5.5381
H -9.4055 -21.5499 -7.2315
C -15.5176 -23.4854 -7.5535
N -16.4446 -23.8513 -8.6311
C -17.3387 -24.9051 -8.2658
C -16.7708 -22.8416 -9.4745
O -17.7820 -22.7358 -10.1381
H -15.9012 -23.3753 -6.5711
H -15.0099 -22.4913 -7.6825
H -14.6649 -24.2087 -7.5651
H -18.0487 -25.1011 -9.0807
H -16.8752 -25.7763 -7.9766
H -17.9372 -24.5964 -7.3904
H -15.9278 -22.1230 -9.5680
C -10.9487 -23.7207 -10.5792
N -11.8235 -24.1922 -9.5034
C -13.1987 -24.4951 -9.8095
C -11.5466 -23.8386 -8.1961
O -12.1952 -23.9660 -7.2022
H -10.8633 -24.5795 -11.2412
H -10.0232 -23.4740 -10.0975
H -11.3738 -22.8622 -11.0247
H -13.4252 -25.4712 -9.4145
H -13.9192 -23.7016 -9.5439
H -13.2944 -24.3935 -10.9024
H -10.5180 -23.5409 -8.1615
```

Entry 2:
C41H77N2O31P3 | ωB97M-V with the def2-TZVPD basis set

Its expectation value of S² is 0.7632. Its net charge is -1. The spin multiplicity is 2. Its HOMO-LUMO gap (spin up / spin down) is 2.228 / 5.579 eV. As for the HOMO energy (spin up / spin down): -1.66 / -5.01 eV.

```
154
C41H77N2O31P3 | the OMol25 dataset | ωB97M-V with the def2-TZVPD basis set
C -3.3925 2.6877 3.4276
C -4.3966 1.7344 2.7537
O -4.4342 1.6909 1.3375
C -4.3147 0.5093 0.6819
O -3.9273 -0.5483 1.2796
O -4.5049 0.7673 -0.5877
C -4.4429 -0.3245 -1.4520
H -2.3862 2.4536 3.0801
H -3.4954 2.4665 4.4899
H -3.6986 3.7335 3.4017
H -5.3817 1.8859 3.1951
H -4.0912 0.7540 3.1192
H -4.5686 0.0279 -2.4758
H -5.2152 -1.0602 -1.2275
H -3.4212 -0.7033 -1.4791
C 4.0762 -2.0221 -0.7068
C 2.9449 -1.4026 -1.5310
O 3.1494 -1.5871 -2.8930
C 2.0899 -1.9901 -3.6301
O 1.0238 -2.5116 -3.2812
O 2.3619 -1.7279 -4.9054
C 1.5056 -2.0337 -6.0102
H 4.0931 -3.1118 -0.6878
H 4.0043 -1.7462 0.3452
H 5.0772 -1.8992 -1.1204
H 3.0052 -0.3163 -1.4656
H 1.9260 -1.6926 -1.2742
H 2.0690 -2.6500 -6.7109
H 1.1740 -1.1149 -6.4938
H 0.6238 -2.5412 -5.6190
C -4.0162 -3.5909 4.7169
C -3.6252 -2.1247 4.3081
O -3.7959 -1.3140 5.4533
C -3.1236 -0.2343 5.7449
O -2.0613 0.0949 5.2606
O -3.5726 0.1737 6.9533
C -2.8195 1.1724 7.6967
H -5.0731 -3.8495 4.7817
H -3.6372 -3.6680 5.7359
H -3.5466 -4.2716 4.0068
H -4.1305 -1.7125 3.4346
H -2.5785 -2.0615 4.0107
H -2.8442 1.0448 8.7790
H -3.1040 2.1999 7.4698
H -1.7543 1.1142 7.4730
C -1.7032 5.0830 0.3986
C -2.5006 3.9992 -0.3835
O -2.4318 4.3857 -1.7067
C -3.4965 4.1952 -2.5686
O -4.5598 3.5748 -2.2934
O -3.1182 4.4546 -3.7922
C -3.9651 4.4029 -4.9518
H -1.4566 4.8140 1.4257
H -2.3152 5.9810 0.4828
H -0.7290 5.2794 -0.0491
H -3.4857 4.1254 0.0657
H -2.2385 2.9483 -0.2609
H -3.3994 4.5146 -5.8768
H -4.6675 5.2353 -4.9090
H -4.4423 3.4229 -4.9518
C -0.9133 0.3246 -3.0165
C -0.2441 1.1594 -1.9587
O -0.5509 0.5768 -0.7317
C 0.0058 0.8978 0.4124
O 0.9262 1.7251 0.6409
O -0.7373 0.3974 1.3508
C -0.3302 0.2646 2.7053
H -0.8802 0.9403 -3.9154
H -1.8991 -0.0476 -2.7376
H -0.3695 -0.6087 -3.1625
H -0.6980 2.1504 -1.9633
H 0.8044 1.3103 -2.2155
H 0.5257 -0.3908 2.8666
H -1.0642 -0.3025 3.2776
H -0.0607 1.1840 3.2252
C 3.0879 6.3079 -2.0835
C 2.4771 5.2132 -1.6534
C 1.5847 4.5382 -2.4895
C 1.3719 4.9947 -3.7931
C 1.7990 6.2030 -4.1971
C 2.7530 6.8533 -3.3263
N 0.7196 4.1472 -4.7623
O 0.5836 2.9302 -4.4803
O 0.3258 4.6624 -5.8184
H 3.8586 6.8324 -1.5383
H 2.7225 4.7687 -0.7002
H 1.3372 3.5005 -2.3215
H 1.7902 6.6323 -5.1881
H 3.2491 7.7358 -3.7025
C 5.2047 -5.6252 4.1811
C 4.6159 -5.5924 2.9583
C 3.5613 -4.7154 2.5758
C 3.0468 -3.8166 3.4888
C 3.6580 -3.8153 4.7428
C 4.7241 -4.6285 5.0363
N 1.8415 -3.0018 3.2418
O 1.5284 -2.7772 2.0287
O 1.2407 -2.4035 4.1253
H 6.0441 -6.2589 4.4265
H 4.9591 -6.2026 2.1360
H 3.1650 -4.7586 1.5721
H 3.2342 -3.1676 5.4960
H 5.0017 -4.4954 6.0715
C 2.6175 1.0446 9.7468
O 3.0544 1.8568 8.6359
P 1.9092 2.5249 7.6874
O 0.7423 2.8071 8.5573
O 2.7031 3.8150 7.1155
C 3.8471 3.6909 6.2703
O 1.8159 1.5204 6.3422
C 0.9744 0.4079 6.4017
H 1.5837 0.7016 9.7079
H 2.8180 1.5919 10.6679
H 3.2774 0.1778 9.7840
H 3.5731 3.7522 5.2171
H 4.4190 2.8047 6.5453
H 4.6475 4.4302 6.2398
H 0.1084 0.5756 7.0419
H 1.4273 -0.4545 6.8906
H 0.5996 0.0881 5.4294
C 1.0804 -2.6323 -10.0343
O 0.3616 -1.4825 -9.6133
P 0.9633 0.0567 -9.5309
O 2.3143 0.0625 -8.9326
O 0.5822 0.7213 -11.0066
C 1.6412 1.3808 -11.7197
O -0.0997 0.8470 -8.5334
C 0.1789 1.2587 -7.2758
H 2.1176 -2.2987 -10.0044
H 0.9834 -2.9331 -11.0775
H 1.1611 -3.5350 -9.4286
H 1.3254 2.4047 -11.9195
H 1.8189 0.8587 -12.6598
H 2.6295 1.5264 -11.2836
H 0.0531 0.4820 -6.5214
H -0.5598 1.9844 -6.9355
H 1.1249 1.7860 -7.1528
C 0.6640 -5.3452 -1.4129
O -0.1929 -4.6993 -0.4919
P -0.4609 -5.5293 0.8926
O 0.5404 -6.4443 1.4575
O -1.8683 -6.2907 0.5823
C -2.0327 -7.6579 0.4031
O -0.9434 -4.2921 1.9098
C -1.6733 -3.2243 1.3948
H 1.1854 -6.2439 -1.0832
H 1.4740 -4.6377 -1.5897
H 0.3192 -5.4391 -2.4427
H -2.5446 -8.0418 1.2856
H -1.0460 -8.1209 0.4103
H -2.5676 -7.9476 -0.5013
H -1.8441 -3.0392 0.3343
H -1.3571 -2.2245 1.6921
H -2.7073 -3.4035 1.6895
```

Q: The highest spin multiplicity belongs to which entry?
A: C41H77N2O31P3